1.
Density functional theory data (the ωB97M-V functional and the def2-TZVPD basis) for a cluster of 18 separate species, C36H108O18 in total.

Element x y z (Å)
C: -3.47286 -2.46710 2.61778
C: -2.09756 -1.93642 2.22052
O: -1.28102 -2.70822 2.96207
H: -3.75401 -2.21667 3.64068
H: -3.51324 -3.54754 2.47950
H: -4.23445 -1.98386 2.00576
H: -2.04038 -0.85958 2.37939
H: -1.92326 -2.13112 1.16231
H: -0.83174 -3.27360 2.32954
C: -2.15703 -5.68688 0.29634
C: -1.86571 -7.18507 -0.16549
O: -2.78593 -7.80657 -1.09209
H: -1.38306 -5.36741 0.99420
H: -3.06378 -5.68693 0.90123
H: -2.14799 -4.97468 -0.52877
H: -1.91443 -7.73722 0.77306
H: -0.84344 -7.37505 -0.49255
H: -3.63637 -7.83911 -0.64791
C: 0.60328 2.63251 -4.97006
C: 0.26381 1.12253 -5.21466
O: -0.53085 1.00679 -6.36999
H: 1.07641 3.16709 -5.79375
H: 1.17937 2.69287 -4.04671
H: -0.34997 3.14878 -4.85656
H: -0.36699 0.63909 -4.46869
H: 1.19852 0.56494 -5.27380
H: -0.92996 0.13599 -6.43343
C: 1.79586 -3.75929 1.54750
C: 1.74756 -2.73499 0.49365
O: 0.42261 -2.62665 0.09284
H: 2.74990 -3.97357 2.02914
H: 1.27913 -4.67620 1.26398
H: 1.18835 -3.33339 2.34603
H: 2.42364 -2.84336 -0.35445
H: 2.09983 -1.84162 1.00930
H: 0.29778 -3.23013 -0.64325
C: -5.70899 3.62150 2.07471
C: -5.11902 3.72073 0.66164
O: -6.02316 3.33782 -0.36047
H: -6.41635 4.41878 2.30292
H: -4.96252 3.71169 2.86386
H: -6.36404 2.80354 2.37461
H: -4.24510 3.07313 0.59101
H: -4.76908 4.74590 0.54052
H: -5.66884 3.69331 -1.17881
C: -6.55646 0.06191 0.69003
C: -7.97665 0.46795 0.32263
O: -8.02359 1.10272 -0.91403
H: -6.29678 -0.90775 0.26528
H: -6.49745 0.00239 1.77681
H: -5.71567 0.71387 0.45315
H: -8.44886 1.25365 0.91237
H: -8.67884 -0.36451 0.27748
H: -7.36463 1.80077 -0.90356
C: -2.40520 4.04136 -2.91570
C: -3.60313 4.95210 -2.53599
O: -4.82292 4.29250 -2.73522
H: -2.59504 3.12894 -2.35043
H: -1.40116 4.41093 -2.70731
H: -2.51188 3.86148 -3.98545
H: -3.53381 5.83572 -3.17043
H: -3.60171 5.19319 -1.47299
H: -4.61612 3.73709 -3.49043
C: -0.63389 -5.76574 -3.68821
C: -0.68453 -4.31316 -3.13520
O: 0.38965 -4.19907 -2.28557
H: -0.72741 -6.54688 -2.93378
H: 0.31635 -6.06951 -4.12736
H: -1.44403 -5.89886 -4.40518
H: -1.66320 -4.15498 -2.68213
H: -0.53929 -3.53153 -3.88089
H: 1.19337 -4.44968 -2.74690
C: -1.41581 -1.48964 6.21012
C: 0.01661 -0.95502 6.04879
O: 0.38748 -1.05277 4.71324
H: -1.82877 -2.35309 5.68856
H: -2.08449 -0.74065 5.78588
H: -1.65610 -1.49843 7.27327
H: 0.70254 -1.51529 6.68417
H: 0.18885 0.06903 6.38006
H: -0.22005 -1.66297 4.28877
C: 4.64784 -4.50442 -2.36022
C: 3.55452 -3.82798 -3.14509
O: 2.60935 -4.83808 -3.68958
H: 4.14180 -5.22659 -1.71954
H: 5.20748 -3.94999 -1.60689
H: 5.28320 -5.12284 -2.99425
H: 3.94876 -3.01388 -3.75330
H: 2.85155 -3.33467 -2.47385
H: 3.08871 -5.35504 -4.34116
C: -0.96878 2.56558 4.78083
C: 0.14452 3.25358 5.50540
O: -0.17959 3.56574 6.82560
H: -1.47000 1.95665 5.53321
H: -0.61814 1.96563 3.94106
H: -1.74872 3.11546 4.25411
H: 0.47400 4.15933 4.99631
H: 0.88134 2.45434 5.42541
H: 0.28846 2.95847 7.40330
C: -0.54910 5.85685 -0.09027
C: -0.92402 5.02182 1.12634
O: -2.31988 5.12772 1.25706
H: -1.14773 5.86893 -1.00110
H: 0.47301 5.67132 -0.42034
H: -0.68464 6.83859 0.36352
H: -0.34212 5.35000 1.98760
H: -0.68550 3.98731 0.87937
H: -2.50219 5.99024 1.63708
C: 3.92657 1.02633 -3.48925
C: 4.98708 0.53503 -2.42411
O: 6.26989 0.77355 -2.96348
H: 4.12453 0.66426 -4.49813
H: 4.10088 2.10176 -3.52333
H: 2.91225 0.83606 -3.13846
H: 4.90962 -0.46402 -1.99516
H: 4.92265 1.09534 -1.49138
H: 6.31841 0.14071 -3.68373
C: -4.02735 -2.61075 -1.13648
C: -3.71096 -1.20965 -1.62813
O: -3.25488 -0.34935 -0.59140
H: -3.08460 -2.99856 -0.75056
H: -4.36442 -3.30642 -1.90494
H: -4.74287 -2.57870 -0.31484
H: -4.55194 -0.77529 -2.16867
H: -2.83404 -1.35741 -2.25844
H: -2.36469 -0.02413 -0.74433
C: 3.09619 -0.04908 2.99769
C: 3.76927 1.23682 2.61583
O: 5.03024 1.22577 3.25686
H: 2.16935 -0.25863 2.46369
H: 2.89633 0.00737 4.06772
H: 3.81557 -0.85940 2.87944
H: 3.22279 2.14959 2.85313
H: 4.03486 1.34924 1.56467
H: 5.36785 2.12444 3.25181
C: 5.89550 4.68432 -0.57111
C: 5.99079 4.71891 -2.08168
O: 4.71390 5.21513 -2.56793
H: 6.52606 3.87835 -0.19576
H: 4.87645 4.55455 -0.20670
H: 6.23632 5.62344 -0.13523
H: 6.12530 3.72972 -2.51931
H: 6.83468 5.32148 -2.41764
H: 4.51818 4.78395 -3.40302
C: 0.23350 1.94705 -0.79949
C: -0.02273 0.64300 -0.12294
O: -0.46424 -0.27496 -1.01491
H: -0.66752 2.47454 -1.11256
H: 0.89133 1.76488 -1.64931
H: 0.83169 2.75317 -0.37472
H: -0.80587 0.81159 0.61623
H: 0.79195 0.21835 0.46363
H: -0.31362 -1.15561 -0.66368
C: 7.46391 -1.42926 0.35192
C: 6.48809 -1.66813 1.47013
O: 6.80083 -0.99167 2.67379
H: 8.41436 -1.96208 0.38087
H: 7.62774 -0.35257 0.30722
H: 6.97488 -1.73588 -0.57271
H: 6.47673 -2.72510 1.73616
H: 5.47820 -1.33757 1.22730
H: 6.11925 -0.33864 2.84871

Properties
- 2S+1: 1
- LUMO energy: 0.002 Eh
- Energy above the lowest of the compared OMol25 structures with the same formula, charge and spin: 434.5 kJ/mol
- Total charge: 0

These are the Löwdin partial charges, in e, on atoms 1 to 8: C -0.0591; C -0.3382; O -0.0821; H 0.0719; H 0.0707; H 0.0553; H 0.1205; H 0.0899



2.
Density functional theory data (the ωB97M-V functional and the def2-TZVPD basis) for a structure of composition C34H36Cl3HgN4O3S.

Element x y z (Å)
Hg: 0.10695 0.00386 0.10088
C: -2.76313 -4.72143 2.43448
C: -3.17692 -3.68064 3.26361
C: -2.55839 -2.44341 3.22679
C: -1.48307 -2.20361 2.34110
C: -1.06358 -3.27196 1.52241
C: -1.69583 -4.49752 1.56342
N: -0.83589 -1.00449 2.20359
N: -1.25187 -0.04144 3.00076
C: -0.74160 1.20579 2.71077
C: -0.95128 2.20568 3.68608
C: -0.46725 3.48773 3.51579
C: 0.25461 3.81858 2.36975
C: 0.44996 2.84486 1.39002
C: -0.06294 1.56538 1.52106
H: -3.26217 -5.68332 2.46437
H: -4.00706 -3.84361 3.94472
H: -2.88113 -1.62879 3.85946
H: -0.23626 -3.10202 0.84242
H: -1.36041 -5.29132 0.90397
H: -1.49327 1.92490 4.58299
H: -0.64283 4.23605 4.28262
H: 0.64881 4.81968 2.23244
H: 1.02205 3.10260 0.50351
Cl: 8.09005 0.06939 0.13774
C: 6.39268 0.39312 -0.17213
C: 5.42786 -0.10172 0.69074
C: 4.09646 0.15450 0.44015
Cl: 2.90553 -0.50463 1.52998
C: 3.61502 0.94552 -0.66254
O: 2.41307 1.22892 -0.87221
C: 4.68989 1.39918 -1.50130
Cl: 4.25246 2.36071 -2.89021
C: 6.02518 1.14144 -1.27842
H: 5.71282 -0.68559 1.55549
H: 6.77390 1.51838 -1.96166
C: -4.75116 -3.42359 -0.42191
C: -4.21692 -3.12549 -1.82103
N: -2.84132 -3.55118 -1.98995
C: -2.62894 -4.90880 -2.46062
C: -2.42370 -4.97840 -3.97129
C: -1.78320 -2.76337 -1.62070
S: -2.12699 -1.23979 -0.94207
N: -0.59688 -3.35929 -1.79524
C: 0.59197 -2.76744 -1.66325
O: 0.86538 -1.55832 -1.57802
C: 1.75607 -3.72898 -1.68170
C: 1.62538 -5.04278 -2.12158
C: 2.72843 -5.88342 -2.15110
C: 3.96975 -5.41915 -1.73330
C: 4.10470 -4.10862 -1.29450
C: 3.00325 -3.26608 -1.27623
H: -5.78967 -3.09512 -0.33150
H: -4.14906 -2.89100 0.31437
H: -4.70053 -4.49234 -0.20076
H: -4.26704 -2.05298 -2.00757
H: -4.81597 -3.63960 -2.57868
H: -3.49783 -5.50630 -2.16976
H: -1.75110 -5.30934 -1.95910
H: -3.26629 -4.52587 -4.49959
H: -2.32434 -6.01629 -4.30048
H: -1.51676 -4.43490 -4.23684
H: 0.65002 -5.38632 -2.43891
H: 2.62358 -6.90381 -2.50194
H: 4.83045 -6.07799 -1.75034
H: 5.06998 -3.73764 -0.97180
H: 3.09268 -2.23827 -0.95213
C: -0.34134 1.52640 -3.47568
C: -0.78796 2.56261 -2.46778
O: -2.00533 2.13880 -1.88855
C: -2.42986 2.95186 -0.81573
C: -3.44807 2.18771 0.00343
H: 0.59307 1.84295 -3.94202
H: -1.10528 1.38565 -4.24402
H: -0.16780 0.57266 -2.97689
H: -0.92821 3.54745 -2.94383
H: -0.01879 2.66907 -1.69199
H: -2.86550 3.88633 -1.20935
H: -1.57871 3.22154 -0.18294
H: -4.27791 1.86262 -0.62765
H: -3.82778 2.81503 0.81196
H: -2.98297 1.30231 0.43807

Properties
- 2S+1: 2
- LUMO energy (alpha / beta): 0.156 / 0.156 Eh
- Energy above the lowest of the compared OMol25 structures with the same formula, charge and spin: 48.9 kJ/mol
- Total charge: -2

These are the Löwdin partial charges, in e, on atoms 1 to 8: Hg 1.0394; C -0.1585; C -0.1403; C -0.0543; C -0.3258; C -0.0767; C -0.1230; N -0.0936